one.
{"formula": "C7H17NO2", "method": "ωB97M-V/def2-TZVPD", "smiles": "C[C@H](N)[C@H](C)O.CC(C)=O", "orbital_gap_ha": 0.3316, "symbols": ["C", "C", "N", "C", "C", "O", "H", "H", "H", "H", "H", "H", "H", "H", "H", "H", "H", "C", "C", "C", "O", "H", "H", "H", "H", "H", "H"], "coordinates": [[-1.694, -2.078, -2.134], [-1.154, -0.722, -1.676], [0.202, -0.564, -2.180], [-1.300, -0.620, -0.140], [-1.024, 1.106, 0.255], [-0.526, -1.482, 0.547], [-2.752, -2.177, -1.896], [-1.154, -2.882, -1.634], [-1.555, -2.181, -3.209], [-1.762, 0.072, -2.121], [0.815, -1.266, -1.772], [0.584, 0.335, -1.910], [-2.345, -0.743, 0.167], [-1.094, 1.427, 1.291], [-0.222, 1.548, -0.331], [-1.944, 1.473, -0.196], [0.537, -1.191, 0.452], [1.058, 0.363, 2.621], [1.561, 0.562, 1.219], [2.167, 1.889, 0.876], [1.732, -0.417, 0.468], [0.289, -0.407, 2.626], [1.902, 0.027, 3.229], [0.661, 1.285, 3.037], [2.412, 1.939, -0.184], [3.099, 1.994, 1.439], [1.507, 2.708, 1.156]], "lowdin_charge": [-0.065, -0.434, 0.051, -0.364, -0.017, -0.101, 0.075, 0.076, 0.073, 0.132, 0.071, 0.053, 0.128, 0.051, 0.035, 0.050, 0.080, -0.008, -0.457, -0.016, 0.030, 0.089, 0.104, 0.084, 0.091, 0.101, 0.088]}

two.
{"formula": "C7H17NO2", "method": "ωB97M-V/def2-TZVPD", "smiles": "CC(C)[C@](C)(O)[C@@H](N)CO", "orbital_gap_ha": 0.3487, "symbols": ["C", "C", "C", "C", "C", "O", "C", "N", "C", "O", "H", "H", "H", "H", "H", "H", "H", "H", "H", "H", "H", "H", "H", "H", "H", "H", "H"], "coordinates": [[-1.902, -0.865, 1.207], [-1.384, -0.502, -0.177], [-2.457, 0.227, -0.977], [0.053, 0.417, -0.133], [-0.107, 1.542, 0.882], [0.319, 0.922, -1.425], [1.139, -0.571, 0.195], [1.194, -1.634, -0.761], [2.558, 0.351, 0.221], [3.699, -0.445, 0.005], [-1.142, -1.374, 1.796], [-2.228, 0.020, 1.752], [-2.759, -1.536, 1.124], [-1.119, -1.418, -0.709], [-2.159, 0.357, -2.016], [-2.685, 1.205, -0.548], [-3.383, -0.350, -0.976], [-1.081, 2.016, 0.775], [-0.011, 1.165, 1.895], [0.652, 2.304, 0.717], [-0.364, 1.566, -1.636], [1.011, -0.990, 1.194], [1.916, -2.307, -0.539], [1.342, -1.258, -1.691], [2.660, 0.766, 1.223], [2.581, 1.179, -0.499], [3.658, -0.788, -0.897]], "lowdin_charge": [-0.080, -0.324, -0.085, -0.496, -0.019, -0.015, -0.295, 0.056, -0.183, -0.083, 0.071, 0.075, 0.079, 0.113, 0.073, 0.073, 0.080, 0.080, 0.091, 0.087, 0.095, 0.139, 0.083, 0.088, 0.108, 0.111, 0.077]}

Compare the structures above. Which one is the least stable? one is.